ORCA calculation (wB97M-V/def2-TZVPD) on a gas-phase ion, C4H11N2O (charge +2) in a non-equilibrium geometry.

## Properties
- Charge: +2
- F_max: 4.34 eV/A
- <S²>: 0.7586
- Multiplicity: 2
- ΔE to the lowest compared entry with this formula, charge and spin: 58.2 kcal/mol
- Kohn-Sham gap (spin up / spin down): 0.37990 / 0.25425 hartree

Geometry as XYZ:
```
18
C4H11N2O (wB97M-V/def2-TZVPD)
O 2.7797 0.7369 0.8530
C 2.2892 -0.3341 0.5138
C 0.9367 -0.4164 -0.1450
C 0.1902 0.9528 -0.2468
C -1.2056 0.9567 -0.8558
N -2.0826 -0.0660 -0.1729
N 0.2162 -1.3737 0.7072
H 2.9934 -1.2074 0.6194
H 1.1678 -0.8711 -1.1877
H 0.9748 1.6897 -0.6814
H 0.0919 1.3864 0.8001
H -0.9399 0.6295 -1.8100
H -1.7498 1.9478 -0.6697
H -2.5872 0.3159 0.6852
H -1.1713 -0.7517 0.1680
H -2.7969 -0.2744 -0.9183
H 0.1980 -1.0493 1.6707
H 0.6953 -2.2717 0.6703
```

***

ORCA calculation (wB97M-V/def2-TZVPD) on a molecular structure, C18H36IN2NbO10P in a non-equilibrium geometry.

## Properties
- Charge: -1
- F_max: 10.47 eV/A
- Multiplicity: 1
- Kohn-Sham gap: 0.17615 hartree

Geometry as XYZ:
```
69
C18H36IN2NbO10P (wB97M-V/def2-TZVPD)
C -7.1339 -0.2493 -2.1917
C -5.9232 -0.5810 -1.5143
Nb -4.0930 -1.3424 -0.3414
C -4.1473 -3.1958 -1.6801
N -3.1622 -4.2795 -1.3309
C -2.1963 -1.9793 0.7430
C -2.3730 -3.1985 1.8224
O -0.9828 -3.6517 2.1620
C -0.7627 -3.5955 3.6192
C -0.1991 -2.1311 4.1986
O -0.9526 -4.6616 4.4371
C -5.4921 -2.3457 1.1543
O -5.4894 -3.8179 1.1256
C -5.6702 -4.2523 2.5498
C -2.7463 -0.3447 -1.9309
O -1.5773 0.2972 -1.3095
N -0.6489 0.6514 -2.2177
O 0.2586 1.2543 -1.6216
C -4.0270 0.6135 0.8413
C -4.0680 0.4419 2.4710
O -3.0869 -0.0117 3.2543
I -5.9157 1.0670 3.5569
H -7.9509 -0.2671 -3.0587
H -5.2425 -3.6603 -1.7162
H -3.9201 -2.8632 -2.7976
H -3.4696 -4.8964 -0.5512
H -2.1809 -3.9451 -1.2347
H -1.3818 -2.2814 -0.0759
H -1.7511 -0.9902 1.2422
H -2.9201 -4.1503 1.4188
H -2.8914 -2.8174 2.8077
H -0.6573 -1.3137 3.4623
H 0.9801 -2.0374 4.0609
H -0.5510 -1.9203 5.2939
H -5.3631 -2.0139 2.2700
H -6.5980 -2.0162 0.8476
H -6.7165 -3.8052 2.8972
H -4.7806 -3.8746 3.2448
H -5.6398 -5.4406 2.6421
H -2.3513 -1.2327 -2.6039
H -3.3876 0.3663 -2.6047
H -3.1049 1.3040 0.5697
H -5.0133 1.2224 0.5550
O 5.7876 4.8345 -0.6132
P 5.7710 3.6974 -1.6639
O 5.7546 2.4694 -0.5412
C 4.8456 2.4936 0.5483
C 3.5873 1.7101 0.2289
O 7.4138 3.7086 -1.9342
C 8.1544 4.9072 -1.7737
C 8.7772 4.9597 -0.3850
O 5.7524 2.4268 -2.8379
C 4.5594 1.7221 -3.1111
C 3.4096 2.6320 -3.4885
H 4.5821 3.5104 0.8483
H 5.3503 2.0252 1.3992
H 3.0342 2.1807 -0.5865
H 2.9298 1.6586 1.0991
H 3.8319 0.6887 -0.0823
H 7.5268 5.7851 -1.9653
H 8.9462 4.9149 -2.5266
H 8.0491 4.7595 0.4031
H 9.2342 5.9373 -0.2031
H 9.5543 4.1907 -0.2934
H 4.3082 1.0802 -2.2676
H 4.7700 1.0518 -3.9521
H 3.2073 3.3709 -2.7080
H 2.5008 2.0461 -3.6565
H 3.6428 3.1848 -4.4037
```

***

ORCA calculation (wB97M-V/def2-TZVPD) on 2 unconnected molecules or ions with the total composition C25H47BBr2Cl5N3O9P2 in a non-equilibrium geometry.

## Properties
- SMILES: CCCCCC[C@H](N(N)/C(Br)=C(\C)Br)[C@@](CCCCOC(C)=O)(CCN(CC)C(C)=O)O[C@@](Cl)(PP(=O)(O)O)B(O)O.ClC(Cl)(Cl)Cl
- F_max: 6.43 eV/A
- Multiplicity: 1
- Kohn-Sham gap: 0.33586 hartree

Geometry as XYZ:
```
94
C25H47BBr2Cl5N3O9P2 (wB97M-V/def2-TZVPD)
C 0.6310 -2.9223 3.3540
C 0.1398 -4.0667 2.3431
C -1.4500 -3.9933 2.1838
C -1.9833 -2.6292 1.4894
C -2.1371 -2.9066 -0.0680
C -1.9212 -1.7014 -1.0938
C -1.6173 -0.2546 -0.5278
N -2.1297 0.8940 -1.3516
N -2.3582 0.6107 -2.6868
C -3.1729 1.6767 -0.7013
Br -2.7967 3.6402 -0.4700
C -4.4334 1.2419 -0.2464
C -4.8721 -0.2812 -0.4058
Br -5.7501 2.5052 0.5727
C -0.0275 0.0860 -0.2833
C 0.2144 0.6594 1.1817
C -0.7714 1.7695 1.7389
C -0.4143 1.9119 3.3314
C -0.0620 3.4125 3.7700
O 1.0190 3.3135 4.7744
C 2.2763 3.3069 4.1129
C 3.1220 2.0105 3.7421
O 2.7418 4.4245 3.7644
C 0.8784 -1.2824 -0.3050
C 1.4701 -1.6459 -1.7453
N 1.6260 -3.1661 -1.7659
C 3.0367 -3.5349 -1.4248
C 3.3902 -3.4397 0.1371
C 1.4306 -3.6543 -3.1524
C -0.0672 -4.0276 -3.6275
O 2.3572 -3.8013 -3.9904
O 0.3665 0.8512 -1.4132
C 1.4548 1.7222 -1.4131
Cl 3.0638 1.2278 -0.7050
P 1.8292 2.0912 -3.2859
P 2.9575 0.5348 -4.2636
O 3.5341 1.1832 -5.5536
O 2.0157 -0.7885 -4.8579
O 4.3424 -0.0178 -3.4154
B 1.1744 3.2706 -0.8847
O 1.8106 3.7309 0.3467
O 0.3665 4.2049 -1.6003
H -0.2788 -2.5562 3.9459
H 1.4357 -3.3311 4.0691
H 1.0744 -2.0284 2.7885
H 0.3915 -5.0967 2.7978
H 0.5854 -3.9973 1.2930
H -1.7957 -4.8541 1.5031
H -2.0067 -4.1433 3.1803
H -1.3986 -1.7026 1.7895
H -3.0461 -2.4809 1.9177
H -3.1658 -3.4064 -0.2229
H -1.3788 -3.7341 -0.3408
H -1.1876 -2.0739 -1.9008
H -2.9259 -1.6500 -1.6634
H -2.2114 -0.1568 0.4560
H -3.3704 0.5652 -2.8951
H -1.9414 1.3157 -3.3094
H -5.9204 -0.3714 0.0535
H -4.8525 -0.6714 -1.4782
H -4.1662 -0.8970 0.2671
H 1.2831 1.0612 1.3664
H 0.1410 -0.2406 1.9011
H -1.8811 1.5283 1.7220
H -0.6461 2.8202 1.3234
H 0.5012 1.2672 3.6092
H -1.2834 1.4476 3.9320
H -0.9655 3.8008 4.3678
H 0.2483 4.1033 2.9224
H 4.1714 2.1173 4.1934
H 2.6578 1.0300 4.0955
H 3.2596 1.9390 2.6055
H 1.8004 -1.0032 0.3351
H 0.3947 -2.1438 0.2522
H 2.5113 -1.2320 -1.9422
H 0.7137 -1.4157 -2.5702
H 3.8323 -2.9429 -1.9893
H 3.1706 -4.6369 -1.7276
H 4.1055 -2.5730 0.3920
H 3.8805 -4.4026 0.5302
H 2.4663 -3.2612 0.8044
H 0.0369 -4.9390 -4.3099
H -0.7488 -4.2513 -2.7426
H -0.4435 -3.0995 -4.1943
H 0.5077 2.1497 -3.8837
H 1.2939 -0.3565 -5.3636
H 4.9736 0.7463 -3.4211
H 2.6330 4.2087 0.0751
H -0.0327 4.8115 -0.9367
Cl -4.3121 6.8879 0.2268
C -2.7425 7.7149 0.1595
Cl -2.5753 8.5431 -1.4023
Cl -2.6418 8.9030 1.4747
Cl -1.4356 6.5221 0.3400
```

***

ORCA calculation (wB97M-V/def2-TZVPD) on a single C3H6N2O molecule in a non-equilibrium geometry.

## Properties
- SMILES: N#C[C@H](O)CN
- F_max: 1.08 eV/A
- Multiplicity: 1
- ΔE to the lowest compared entry with this formula, charge and spin: 33.5 kcal/mol
- Kohn-Sham gap: 0.40385 hartree

Geometry as XYZ:
```
12
C3H6N2O (wB97M-V/def2-TZVPD)
N -2.1415 0.6833 -1.0240
C -1.5970 0.1009 -0.1856
C -0.5653 -0.5063 0.6994
O -0.4004 0.2148 1.8853
C 0.6770 -0.5539 -0.2039
N 1.0028 0.7908 -0.6692
H -0.8561 -1.5204 0.9884
H -0.0265 1.0773 1.6498
H 0.4573 -1.2747 -1.0082
H 1.5127 -0.9426 0.3868
H 1.7359 0.7310 -1.3682
H 0.2012 1.1998 -1.1507
```

***

ORCA calculation (wB97M-V/def2-TZVPD) on a molecular structure, C19H20FeN2O2S2 in a non-equilibrium geometry.

## Properties
- Charge: +1
- F_max: 5.50 eV/A
- <S²>: 1.0033
- Multiplicity: 2
- Kohn-Sham gap (spin up / spin down): 0.19148 / 0.20151 hartree

Geometry as XYZ:
```
46
C19H20FeN2O2S2 (wB97M-V/def2-TZVPD)
Fe -0.8619 -1.0528 -1.1807
C -3.1269 -1.1861 1.0521
C -1.6937 -0.7762 1.1511
N -0.7428 -1.6190 0.9135
N 0.4998 -1.2271 1.3745
C 1.4826 -1.2690 0.5375
S 1.2967 -1.5015 -1.1853
S 3.0801 -1.0992 1.2407
C 3.9227 -0.1204 -0.0361
C 3.3946 1.2832 -0.1794
C 3.4028 2.1638 0.9013
C 2.9945 3.4780 0.7411
C 2.5630 3.9287 -0.5021
C 2.5301 3.0530 -1.5767
C 2.9435 1.7354 -1.4142
C -1.3527 0.6258 1.4751
C -1.5454 1.2354 2.6842
C -1.1236 2.5596 2.8688
C -0.5179 3.2859 1.8298
C -0.3387 2.7178 0.6018
C -0.7686 1.3712 0.3770
O -0.6643 0.8597 -0.7735
H -3.2118 -2.2386 0.7940
H -3.5993 -1.0275 2.0260
H -3.6743 -0.5735 0.3329
H 4.9592 -0.1145 0.3057
H 3.9011 -0.6519 -0.9848
H 3.7460 1.8186 1.8701
H 3.0318 4.1588 1.5831
H 2.2655 4.9624 -0.6329
H 2.2001 3.3967 -2.5494
H 2.9318 1.0569 -2.2594
H -1.9859 0.6899 3.5093
H -1.2559 3.0253 3.8368
H -0.1909 4.3016 2.0094
H 0.1294 3.2417 -0.2212
C -1.2751 -4.3500 -1.6494
C -2.4050 -3.4580 -2.0345
C -3.6794 -4.0567 -2.5096
O -2.3118 -2.2329 -1.9242
H -1.3505 -5.3303 -2.1135
H -1.3235 -4.4782 -0.5620
H -0.3150 -3.8844 -1.8704
H -3.4817 -4.6971 -3.3715
H -4.4082 -3.2913 -2.7585
H -4.0702 -4.7130 -1.7265
```

***

ORCA calculation (wB97M-V/def2-TZVPD) on a molecular structure, C44H39IN7O2SeSiTl.

## Properties
- F_max: 0.76 eV/A
- Multiplicity: 1
- ΔE to the lowest compared entry with this formula, charge and spin: 0.0 kcal/mol
- Kohn-Sham gap: 0.25972 hartree

Geometry as XYZ:
```
96
C44H39IN7O2SeSiTl (wB97M-V/def2-TZVPD)
Tl -0.5779 -0.9603 -0.1910
C -3.0886 1.2868 2.9215
C -2.2098 0.3976 2.2838
N -1.9400 0.4967 1.0028
C -2.4688 1.4877 0.2401
C -3.4072 2.3830 0.7942
C -3.6950 2.2532 2.1733
C -4.0215 3.3605 -0.0231
C -3.7199 3.3856 -1.3518
C -2.7650 2.5092 -1.9135
C -2.0534 1.6002 -1.1470
N -1.0401 0.7704 -1.5687
C -0.2285 0.9222 -2.6678
C -0.2636 1.9369 -3.6147
C 0.5997 1.9592 -4.7312
C 1.5680 1.0192 -4.9175
C 1.7501 0.0388 -3.9158
C 2.8444 -0.8555 -3.9222
C 3.0600 -1.6957 -2.8680
C 2.1357 -1.6871 -1.8117
N 1.0786 -0.9169 -1.8254
C 0.8636 -0.0253 -2.8185
H -3.2684 1.1913 3.9848
H -1.7167 -0.4014 2.8300
H -4.4059 2.9392 2.6228
H -4.7254 4.0617 0.4130
H -4.2117 4.1006 -2.0028
H -2.6150 2.5471 -2.9809
H -0.9399 2.7656 -3.4969
H 0.4865 2.7619 -5.4515
H 2.2266 1.0401 -5.7778
H 3.5315 -0.8271 -4.7619
H 3.9257 -2.3454 -2.8225
H 2.2704 -2.3132 -0.9310
C -5.6825 -0.0042 -2.7507
C -4.9384 -0.7425 -1.6857
C -5.3366 -1.2185 -0.4567
C -4.1882 -1.8004 0.1227
N -3.1424 -1.6778 -0.6921
N -3.6274 -1.0354 -1.7782
C -4.0785 -2.4981 1.4428
H -6.7534 -0.0449 -2.5567
H -5.4893 -0.4238 -3.7410
H -5.3772 1.0436 -2.7647
H -6.3326 -1.1774 -0.0342
H -2.9907 -0.8631 -2.5386
H -5.0327 -2.9520 1.7080
H -3.8011 -1.8037 2.2389
H -3.3148 -3.2724 1.4009
N -2.3516 -4.3672 -3.4187
C -1.2220 -3.6954 -3.1177
O -1.2393 -2.5225 -2.7661
C 0.0921 -4.4246 -3.3125
I 0.1272 -6.4401 -2.6068
H -3.2319 -3.9106 -3.2553
H -2.3448 -5.3481 -3.6218
H 0.8690 -3.8924 -2.7875
H 0.3332 -4.4641 -4.3712
O 0.9821 -0.2380 1.1393
Si 2.2232 0.4287 1.9034
C 1.6897 1.7116 3.1879
C 2.5304 2.1764 4.2088
C 2.0973 3.1177 5.1357
C 0.8032 3.6206 5.0679
C -0.0398 3.1975 4.0477
C 0.4086 2.2642 3.1184
C 3.2326 -0.9554 2.7017
C 4.3597 -0.7774 3.5175
C 5.0522 -1.8585 4.0498
C 4.6345 -3.1562 3.7797
C 3.5210 -3.3605 2.9744
C 2.8372 -2.2720 2.4449
C 3.3571 1.3978 0.7375
C 2.8732 1.8088 -0.5047
C 3.6623 2.5213 -1.4018
C 4.9679 2.8516 -1.0602
C 5.4652 2.4824 0.1848
C 4.6671 1.7661 1.0700
H 3.5458 1.8011 4.2915
H 2.7718 3.4593 5.9147
H 0.4602 4.3389 5.8041
H -1.0476 3.5933 3.9720
H -0.2424 1.9653 2.3034
H 4.7200 0.2178 3.7548
H 5.9202 -1.6876 4.6772
H 5.1721 -3.9997 4.1967
H 3.1797 -4.3679 2.7614
H 1.9670 -2.4422 1.8201
H 1.8459 1.5835 -0.7593
H 3.2558 2.8221 -2.3615
H 5.5926 3.4035 -1.7541
H 6.4769 2.7533 0.4664
H 5.0809 1.4902 2.0360
Se -0.3927 -3.4643 0.5096
C -0.6676 -3.0427 2.2711
N -0.8882 -2.8021 3.3829
```

***

ORCA calculation (wB97M-V/def2-TZVPD) on a gas-phase ion, C9H17N2 (charge +1) in a non-equilibrium geometry.

## Properties
- Charge: +1
- F_max: 4.34 eV/A
- <S²>: 2.0073
- Multiplicity: 3
- ΔE to the lowest compared entry with this formula, charge and spin: 24.8 kcal/mol
- Kohn-Sham gap (spin up / spin down): 0.22628 / 0.30095 hartree

Geometry as XYZ:
```
28
C9H17N2 (wB97M-V/def2-TZVPD)
C -3.3102 0.2866 -2.1908
C -0.7229 -1.0156 -0.3822
C 0.4685 1.1033 0.2503
C 0.3279 -1.8031 0.3252
C 1.6378 0.2659 0.7300
C -0.9053 0.3689 0.3047
C 1.6469 -1.1407 0.1368
C -1.9165 1.1764 -0.3649
C 2.7487 -2.0017 0.6345
N -2.5368 0.8381 -1.4430
N -2.0061 2.6007 0.0920
H -2.9687 0.2298 -3.2282
H -0.4213 -0.8459 -1.4148
H -1.7244 -1.5130 -0.3760
H 0.2569 2.0058 0.9043
H 0.8665 1.4006 -0.8015
H -0.0310 -1.7724 1.3596
H 0.4789 -2.8084 0.0211
H 2.6980 0.7935 0.5419
H 1.6100 0.1823 1.8071
H -1.0542 0.3231 1.3638
H 1.8837 -1.1328 -0.9234
H 3.6126 -1.7155 0.1097
H 2.4467 -3.0769 0.4690
H 2.8216 -1.7504 1.6877
H -0.9831 2.8362 -0.0060
H -2.5641 2.7208 0.9464
H -2.3600 3.4443 -0.5533
```

***

ORCA calculation (wB97M-V/def2-TZVPD) on a single C12H9NO molecule in a non-equilibrium geometry.

## Properties
- SMILES: COc1ccc(C#N)c2ccccc12
- F_max: 5.24 eV/A
- Multiplicity: 1
- ΔE to the lowest compared entry with this formula, charge and spin: 40.9 kcal/mol
- Kohn-Sham gap: 0.31440 hartree

Geometry as XYZ:
```
23
C12H9NO (wB97M-V/def2-TZVPD)
C -2.9984 -2.0889 0.9545
O -1.6306 -1.9615 1.0607
C -1.2068 -0.8478 0.3501
C -1.8341 -0.4831 -0.7469
C -1.3056 0.5128 -1.6578
C -0.0173 0.9835 -1.3908
C 0.7202 1.8678 -2.2103
N 1.4521 2.5599 -2.8001
C 0.6385 0.5146 -0.2040
C 2.0137 0.8841 0.0187
C 2.6027 0.7131 1.2148
C 2.0974 -0.3335 2.0813
C 0.7718 -0.7499 1.8718
C 0.0595 -0.3632 0.6309
H -3.5548 -2.3032 2.0436
H -3.3356 -2.8669 0.1189
H -3.5778 -1.1315 0.7867
H -2.8504 -0.9343 -0.9732
H -2.0347 0.7700 -2.4713
H 2.5381 1.6782 -0.6045
H 3.5065 1.1884 1.3880
H 2.6638 -0.8255 2.8910
H 0.2759 -1.4597 2.4625
```

***

ORCA calculation (wB97M-V/def2-TZVPD) on a gas-phase ion, C4H13N2 (charge +1) in a non-equilibrium geometry.

## Properties
- SMILES: CC[NH2+]CCN
- Charge: +1
- F_max: 2.36 eV/A
- Multiplicity: 1
- ΔE to the lowest compared entry with this formula, charge and spin: 39.4 kcal/mol
- Kohn-Sham gap: 0.38044 hartree

Geometry as XYZ:
```
19
C4H13N2 (wB97M-V/def2-TZVPD)
C 1.9635 2.1197 0.3519
C 0.9468 1.3142 -0.4606
N 0.2610 0.1983 0.4332
C -1.0983 -0.2487 -0.1760
C -1.0160 -1.7031 -0.5777
N -1.6672 -2.6972 0.2876
H 1.8414 2.0411 1.4309
H 2.9496 1.7668 0.0750
H 1.9366 3.1705 0.0749
H 0.1089 1.9622 -0.6928
H 1.2955 0.6790 -1.2669
H 0.1760 0.6837 1.3247
H 0.8798 -0.5898 0.4846
H -1.1865 0.3430 -1.0850
H -1.7673 0.0442 0.6276
H 0.0257 -2.0675 -0.6239
H -1.4073 -1.8758 -1.5802
H -1.5819 -2.4923 1.2680
H -2.6603 -2.6482 0.1048
```

***

ORCA calculation (wB97M-V/def2-TZVPD) on a single C3H5NOS molecule in a non-equilibrium geometry.

## Properties
- SMILES: [H]/N=C\CSC=O
- F_max: 3.52 eV/A
- Multiplicity: 1
- ΔE to the lowest compared entry with this formula, charge and spin: 45.9 kcal/mol
- Kohn-Sham gap: 0.36695 hartree

Geometry as XYZ:
```
11
C3H5NOS (wB97M-V/def2-TZVPD)
H 1.0005 0.4113 1.7832
N -0.0101 0.3268 1.8707
C -0.6303 -0.4049 1.0969
C -0.1112 -1.1198 -0.0641
S -0.8502 0.0505 -1.3817
C 0.4077 1.2805 -1.3136
O 1.4912 1.0559 -0.8514
H -1.6535 -0.5613 1.1694
H 0.9483 -1.1085 -0.3464
H -0.6273 -2.0040 -0.0599
H 0.0348 2.0734 -1.9030
```

***

ORCA calculation (wB97M-V/def2-TZVPD) on 2 unconnected molecules or ions with the total composition C2H9N2 in a non-equilibrium geometry.

## Properties
- Charge: +1
- F_max: 2.15 eV/A
- Multiplicity: 1
- ΔE to the lowest compared entry with this formula, charge and spin: 10.6 kcal/mol
- Kohn-Sham gap: 0.43824 hartree

Geometry as XYZ:
```
13
C2H9N2 (wB97M-V/def2-TZVPD)
C -3.0315 -0.6050 0.0636
H -3.0966 0.4036 -0.3307
H -4.0482 -0.8687 0.3646
H -2.8472 -1.2534 -0.8014
H -2.3811 -0.9752 0.8489
N 1.3804 -0.5201 0.8494
C 0.8044 0.3771 0.0884
N 1.3691 0.9260 -0.9624
H 2.2817 -0.8957 0.5795
H 0.8229 -0.8433 1.6211
H -0.0310 0.9690 0.4519
H 0.9186 1.5869 -1.5607
H 2.2284 0.5888 -1.3811
```